1.
Molecular formula: C31H27F3LuN10O7
Method: DFT, ωB97M-V/def2-TZVPD

Last column: Mulliken charge in e.
Atoms and positions in Å:
Lu  -1.296  0.739  0.280  2.64
O  -2.897  -0.583  0.697  -0.01
C  -3.615  -1.556  0.226  0.13
C  -4.361  -2.378  1.099  -0.91
C  -5.149  -3.409  0.632  -0.43
C  -5.238  -3.680  -0.736  -0.95
C  -4.515  -2.891  -1.608  -0.83
C  -3.708  -1.841  -1.158  0.54
C  -2.968  -1.028  -2.126  0.16
N  -1.798  -0.436  -1.960  0.33
C  -1.492  0.197  -3.152  -0.47
C  -2.479  -0.025  -4.053  -0.87
N  -3.408  -0.802  -3.387  -0.03
H  -4.295  -2.156  2.158  0.44
H  -5.703  -4.019  1.338  0.41
H  -5.841  -4.500  -1.103  0.37
H  -4.550  -3.109  -2.671  0.39
H  -0.581  0.768  -3.256  0.30
H  -2.615  0.292  -5.073  0.44
H  -4.296  -1.102  -3.743  0.22
O  3.555  -0.507  5.926  -0.72
C  2.369  -0.136  6.056  0.34
O  1.703  0.171  7.065  -0.72
C  1.639  0.127  4.714  0.10
C  2.126  -0.399  3.523  -1.01
C  1.453  -0.151  2.341  -0.64
N  0.339  0.589  2.284  0.89
C  -0.112  1.125  3.430  0.82
C  0.499  0.921  4.652  -0.76
C  -1.307  2.029  3.250  -0.17
O  -1.437  2.996  4.010  -0.80
O  -2.036  1.759  2.230  -0.57
H  3.034  -0.985  3.547  0.46
H  1.810  -0.533  1.392  0.37
H  0.102  1.367  5.554  0.57
N  0.779  3.544  1.155  -0.26
N  -0.259  4.335  1.635  -0.12
C  -1.512  4.103  1.222  0.20
N  -2.485  4.671  1.938  -0.45
N  -1.641  3.320  0.117  -0.67
N  -2.864  2.848  -0.159  1.33
O  -2.833  1.824  -0.908  -0.74
O  -3.924  3.323  0.218  -0.77
H  1.050  2.837  1.829  0.02
H  1.563  4.121  0.899  0.27
H  -0.195  4.708  2.571  0.36
H  -2.317  4.589  2.936  0.33
H  -3.406  4.381  1.650  0.33
C  1.475  -4.153  -1.577  -1.29
C  0.734  -3.428  -0.502  0.52
C  0.349  -3.810  0.766  -1.20
C  -0.318  -2.692  1.314  0.26
N  -0.342  -1.706  0.434  0.82
N  0.305  -2.164  -0.651  0.16
C  -0.943  -2.530  2.663  -1.33
H  1.642  -5.187  -1.279  0.37
H  2.447  -3.693  -1.768  0.22
H  0.913  -4.155  -2.514  0.30
H  0.529  -4.765  1.237  0.48
H  0.360  -1.561  -1.457  -0.02
H  -1.392  -3.468  2.991  0.46
H  -1.716  -1.762  2.622  0.05
H  -0.201  -2.228  3.406  0.20
F  6.433  0.781  -5.824  -0.26
C  6.542  1.513  -4.692  0.89
F  6.841  2.770  -5.069  -0.29
F  7.614  1.028  -4.033  -0.26
C  5.298  1.447  -3.864  0.34
C  4.455  2.541  -3.750  -0.64
C  3.296  2.447  -2.995  -0.64
C  2.957  1.258  -2.343  0.05
C  3.823  0.163  -2.469  -0.38
C  4.980  0.255  -3.220  -0.96
C  1.752  1.155  -1.569  0.27
C  0.721  1.076  -0.915  -0.72
H  4.707  3.466  -4.254  0.42
H  2.632  3.297  -2.904  0.49
H  3.573  -0.759  -1.958  0.51
H  5.647  -0.595  -3.310  0.36

Kohn-Sham gap, eV: 6.84
Total charge: -1
Largest force on an atom, eV/A: 2.3

2.
Molecular formula: C31H28AgAs2IN
Method: DFT, ωB97M-V/def2-TZVPD

Last column: Mulliken charge in e.
Atoms and positions in Å:
Ag  -0.913  1.193  -1.438  0.36
C  0.508  -1.309  -0.988  -1.50
C  0.027  -1.512  0.444  -0.63
As  -1.190  -0.058  1.010  1.15
C  -1.463  -0.661  2.849  0.25
C  -0.347  -0.894  3.650  -0.17
C  -0.496  -1.359  4.946  -0.88
C  -1.765  -1.588  5.459  -0.49
C  -2.880  -1.339  4.675  -0.67
C  -2.732  -0.869  3.377  -0.51
C  -2.842  -0.662  0.152  0.28
C  -3.543  0.290  -0.593  -0.38
C  -4.722  -0.035  -1.253  -0.84
C  -5.227  -1.320  -1.148  -0.40
C  -4.553  -2.273  -0.394  -0.78
C  -3.368  -1.949  0.245  -0.24
As  2.106  -0.146  -1.356  0.60
C  3.427  -1.063  -0.250  0.04
C  4.521  -0.318  0.188  -0.41
C  5.518  -0.906  0.948  -0.61
C  5.437  -2.255  1.270  -0.51
C  4.364  -3.008  0.820  -0.68
C  3.364  -2.417  0.059  -0.19
C  1.693  1.301  -0.079  -0.12
C  1.148  2.500  -0.562  -0.83
C  0.642  3.455  0.320  -0.69
C  0.668  3.221  1.684  -0.60
C  1.267  2.068  2.173  -0.31
C  1.788  1.125  1.297  -0.20
H  -0.331  -0.911  -1.589  0.32
H  0.751  -2.264  -1.459  0.58
H  0.860  -1.586  1.142  0.59
H  -0.538  -2.443  0.525  0.74
H  0.648  -0.715  3.261  0.28
H  0.380  -1.544  5.554  0.42
H  -1.883  -1.954  6.471  0.39
H  -3.873  -1.512  5.069  0.40
H  -3.608  -0.663  2.775  0.46
H  -3.211  1.331  -0.582  0.44
H  -5.253  0.715  -1.824  0.42
H  -6.154  -1.577  -1.643  0.41
H  -4.959  -3.272  -0.302  0.41
H  -2.842  -2.702  0.820  0.37
H  4.584  0.735  -0.069  0.43
H  6.360  -0.317  1.285  0.40
H  6.214  -2.716  1.865  0.40
H  4.307  -4.062  1.060  0.41
H  2.540  -3.026  -0.296  0.31
H  1.249  2.754  -1.615  0.83
H  0.264  4.399  -0.055  0.50
H  0.263  3.953  2.371  0.44
H  1.335  1.910  3.242  0.42
H  2.298  0.252  1.684  0.51
I  0.016  -1.071  -4.748  0.11
C  0.059  1.028  -4.723  0.03
C  0.660  1.669  -5.797  -0.48
C  0.525  3.042  -5.904  -0.31
C  -0.219  3.718  -4.949  -0.72
C  -0.743  2.999  -3.895  -0.11
N  -0.597  1.669  -3.759  -0.12
H  1.197  1.097  -6.538  0.39
H  0.965  3.573  -6.736  0.41
H  -0.389  4.782  -5.025  0.41
H  -1.313  3.495  -3.118  0.46

Kohn-Sham gap, eV: 8.15
Total charge: +1
Largest force on an atom, eV/A: 0.5

3.
Molecular formula: C31H28BrN9O4Se2Ti
Method: DFT, ωB97M-V/def2-TZVPD

Last column: Mulliken spin population.
Atoms and positions in Å:
Ti  0.343  -0.018  -0.514  0.02
O  3.462  2.450  0.342  0.00
C  4.020  2.693  -0.873  0.00
C  5.233  3.368  -0.890  0.00
C  5.866  3.621  -2.095  0.00
C  5.308  3.199  -3.296  0.00
C  4.094  2.533  -3.270  0.00
C  3.427  2.289  -2.074  0.00
C  2.086  1.622  -2.100  -0.01
O  1.987  0.572  -1.185  0.00
N  1.047  2.587  -1.706  0.00
N  -0.065  2.059  -1.110  0.01
C  -1.165  2.705  -1.186  -0.01
C  -2.369  2.397  -0.413  0.00
Br  -2.114  1.804  1.369  0.00
C  -3.603  2.625  -0.865  0.01
C  -3.919  3.008  -2.252  -0.01
C  -4.960  3.905  -2.497  0.00
C  -5.270  4.281  -3.793  0.00
C  -4.558  3.750  -4.862  0.00
C  -3.540  2.837  -4.634  -0.01
C  -3.224  2.466  -3.335  0.02
H  2.738  1.817  0.242  0.00
H  5.668  3.676  0.052  0.00
H  6.812  4.146  -2.095  0.00
H  5.811  3.387  -4.234  0.00
H  3.639  2.200  -4.197  0.00
H  1.897  1.255  -3.118  0.01
H  0.886  3.357  -2.345  0.00
H  -1.224  3.579  -1.833  0.00
H  -4.432  2.519  -0.175  0.00
H  -5.520  4.313  -1.665  0.00
H  -6.072  4.985  -3.970  0.00
H  -4.810  4.038  -5.874  0.00
H  -3.002  2.398  -5.464  0.00
H  -2.459  1.719  -3.163  -0.01
C  0.265  -3.527  3.567  0.00
C  -0.221  -2.540  2.550  0.01
N  -1.174  -2.718  1.723  0.00
O  -1.726  -3.977  1.825  0.00
C  0.438  -1.212  2.478  0.00
C  1.161  -0.666  3.666  0.00
N  0.370  -0.569  1.382  0.00
O  0.963  0.627  1.178  0.00
H  -0.071  -4.529  3.323  0.00
H  -0.116  -3.274  4.559  0.00
H  1.354  -3.522  3.622  0.00
H  -2.430  -3.965  1.166  0.00
H  0.535  -0.740  4.555  0.00
H  1.453  0.368  3.510  0.00
H  2.058  -1.260  3.855  0.00
Se  2.858  -2.052  -0.072  0.00
N  1.171  -2.051  -0.739  -0.01
C  1.139  -3.012  -1.663  0.00
C  -0.032  -3.434  -2.365  0.00
C  0.087  -4.432  -3.271  -0.02
C  1.342  -5.083  -3.540  0.01
C  2.460  -4.749  -2.863  0.00
C  2.380  -3.707  -1.880  0.01
N  3.399  -3.333  -1.125  0.00
H  -0.990  -2.991  -2.141  0.01
H  -0.793  -4.764  -3.808  0.00
H  1.374  -5.869  -4.282  0.00
H  3.407  -5.245  -3.023  0.00
Se  -0.084  -0.493  -4.481  0.22
N  -1.790  -1.064  -4.559  0.29
C  -2.287  -1.053  -3.324  -0.02
C  -3.555  -1.443  -2.866  0.23
C  -3.810  -1.383  -1.488  -0.07
C  -2.865  -0.953  -0.582  0.25
N  -1.633  -0.543  -0.990  0.03
C  -1.371  -0.587  -2.315  -0.08
N  -0.163  -0.215  -2.676  0.10
H  -4.307  -1.790  -3.562  0.00
H  -4.777  -1.683  -1.108  0.00
H  -3.054  -0.920  0.480  0.01

Multiplicity: 2
Kohn-Sham gap (alpha / beta), eV: 5.21 / 6.41
Total charge: +1
Largest force on an atom, eV/A: 0.8

4.
Molecular formula: C31H28BrN9O4Se2Ti
Method: DFT, ωB97M-V/def2-TZVPD

Last column: Mulliken spin population.
Atoms and positions in Å:
Ti  0.053  0.070  -0.817  0.79
O  1.454  -3.763  0.329  0.00
C  2.788  -3.593  0.123  0.00
C  3.612  -4.698  0.282  0.00
C  4.978  -4.575  0.086  0.00
C  5.537  -3.355  -0.278  0.00
C  4.703  -2.259  -0.434  0.00
C  3.330  -2.360  -0.230  0.00
C  2.481  -1.133  -0.337  0.00
O  1.278  -1.299  -1.078  -0.01
N  2.094  -0.718  1.014  0.00
N  1.403  0.467  1.031  -0.02
C  1.286  1.028  2.169  0.02
C  0.634  2.326  2.440  0.00
Br  1.063  3.755  1.274  0.00
C  -0.134  2.472  3.512  0.00
C  -0.876  3.646  4.018  0.00
C  -2.184  3.451  4.459  0.00
C  -2.936  4.515  4.935  0.00
C  -2.373  5.782  4.999  0.00
C  -1.060  5.978  4.592  0.00
C  -0.315  4.916  4.101  0.00
H  0.992  -2.978  -0.003  0.01
H  3.164  -5.645  0.557  0.00
H  5.612  -5.444  0.213  0.00
H  6.603  -3.262  -0.438  0.00
H  5.119  -1.297  -0.717  0.00
H  3.078  -0.339  -0.795  0.00
H  2.742  -0.900  1.769  0.00
H  1.712  0.521  3.035  0.00
H  -0.278  1.556  4.085  0.00
H  -2.619  2.458  4.422  0.00
H  -3.953  4.353  5.265  0.00
H  -2.952  6.614  5.379  0.00
H  -0.610  6.959  4.663  0.00
H  0.714  5.074  3.803  0.00
C  -3.155  -0.939  -3.785  -0.01
C  -2.275  -0.452  -2.690  0.08
N  -1.042  -0.799  -2.537  0.00
O  -0.543  -1.633  -3.518  0.00
C  -2.712  0.511  -1.623  0.05
C  -4.102  0.892  -1.260  0.00
N  -1.642  0.902  -1.049  -0.04
O  -1.283  1.466  0.090  -0.02
H  -2.571  -1.137  -4.680  0.00
H  -3.933  -0.211  -4.009  0.00
H  -3.637  -1.875  -3.492  0.00
H  0.415  -1.628  -3.343  0.00
H  -4.828  0.239  -1.743  0.00
H  -4.313  1.921  -1.556  0.01
H  -4.236  0.830  -0.180  0.00
Se  -1.794  -0.616  2.001  0.01
N  -1.131  -1.293  0.471  -0.01
C  -1.647  -2.505  0.339  0.02
C  -1.404  -3.401  -0.762  -0.01
C  -2.014  -4.604  -0.752  0.01
C  -2.894  -5.023  0.315  0.00
C  -3.153  -4.221  1.363  0.01
C  -2.530  -2.925  1.407  0.00
N  -2.719  -2.061  2.382  0.02
H  -0.743  -3.118  -1.567  0.00
H  -1.836  -5.288  -1.573  0.00
H  -3.346  -6.005  0.265  0.00
H  -3.804  -4.518  2.173  0.00
Se  3.564  0.122  -4.664  0.00
N  3.609  1.887  -4.636  0.01
C  2.679  2.252  -3.780  0.00
C  2.310  3.619  -3.525  0.02
C  1.262  3.823  -2.711  -0.01
C  0.616  2.705  -2.077  0.06
N  0.936  1.452  -2.212  -0.01
C  1.946  1.188  -3.142  0.02
N  2.255  -0.032  -3.491  -0.01
H  2.851  4.428  -3.999  0.00
H  0.898  4.817  -2.487  0.00
H  -0.194  2.903  -1.389  0.00

Multiplicity: 2
Kohn-Sham gap (alpha / beta), eV: 6.34 / 6.69
Total charge: +1
Largest force on an atom, eV/A: 1.3

Looking at relative energy (zero: lowest compared OMol25 entry of this formula, charge and spin) for the records above, in order, we have 0.0 11.3 19.4 10.9 kcal/mol.
Looking at E for the records above, in order, we have -3807.090686 -6168.817197 -10217.963064 -10217.976572 hartree.